161
Properties=species:S:1:pos:R:3 method="wB97M-V/def2-TZVPD" energy_ev=-138849.18834 smiles="CCOC(=O)C(F)(F)F.CCOC(=O)C(F)(F)F.CCOC(=O)C(F)(F)F.CCOC(=O)C(F)(F)F.CCOC(=O)OC.CCOC(=O)OC.CCOC(=O)OC.CCOC(=O)OC.CCOC(=O)OC.CCOC(=O)OC.CCOC(=O)OC" homo_energy_ev=-10.43 homo_lumo_gap_ev=11.015 e_above_lowest_kj_mol=108.1
F -1.91 1.41 -2.93
F -0.40 -3.47 1.62
F -4.26 5.46 -4.84
F -0.89 -1.12 -3.97
F -0.44 -2.86 -5.16
F -2.62 5.87 -3.51
F -2.40 -2.62 1.76
F 0.11 0.68 -2.89
F -1.72 -4.11 3.22
F -0.37 2.48 -1.81
F 1.16 -1.57 -4.44
F -3.98 4.26 -3.07
O -2.93 3.55 -6.00
O -6.29 -3.33 0.00
O 1.01 4.36 5.12
O -1.36 3.65 -4.42
O 5.07 -4.43 1.65
O 0.97 6.53 4.44
O -1.77 2.35 4.98
O 0.17 -4.25 -3.12
O -1.55 0.20 4.94
O 1.44 -1.09 6.70
O -5.96 -3.89 -2.14
O -1.53 -5.89 0.94
O 1.40 5.81 -4.07
O -2.13 -0.19 -0.74
O 4.25 -2.37 2.31
O 4.21 0.69 -1.84
O 4.82 -1.33 -2.68
O 0.17 -2.47 -1.78
O -4.31 -3.11 -0.81
O 1.46 5.01 3.02
O 1.98 6.94 -5.79
O 2.94 -1.10 5.02
O 2.11 -2.98 5.93
O -2.48 1.18 3.18
O 0.54 7.88 -4.31
O -0.03 0.34 -0.15
O -3.44 -4.73 0.71
O 5.60 -0.46 -0.74
O 3.38 -3.63 0.67
C 2.58 9.32 -6.10
C 2.66 -3.81 4.92
C -1.78 -1.09 4.41
C -0.23 -6.53 -2.49
C 2.25 -1.68 5.83
C -3.43 -2.96 -1.91
C -5.57 -3.47 -1.09
C 1.55 -4.03 3.88
C -2.05 2.83 -6.87
C 2.86 2.50 -2.62
C 0.11 -5.12 -2.00
C 6.15 -4.39 2.58
C -3.35 4.91 -4.05
C 7.18 -5.46 2.22
C 1.15 5.21 4.28
C -2.19 -4.91 1.12
C -4.59 -6.88 1.01
C 0.69 5.52 -2.88
C 1.60 3.68 2.54
C -7.72 -3.38 -0.13
C 4.28 -3.36 1.62
C -2.70 2.60 -8.21
C -0.85 1.28 -2.16
C -4.05 -5.83 0.04
C 2.37 3.64 1.23
C -1.12 0.41 -0.91
C 2.46 -2.62 0.25
C -1.94 1.24 4.27
C -0.17 -0.38 1.10
C 0.14 -2.95 -2.87
C 0.84 0.14 2.08
C -0.02 -2.11 -4.16
C 0.52 6.92 5.73
C -8.30 -2.75 1.12
C -2.05 3.59 4.40
C -2.43 3.97 -4.83
C 1.30 0.32 6.66
C 1.90 8.09 -6.63
C 4.90 -0.44 -1.87
C -3.53 3.97 4.42
C -1.67 -3.71 1.93
C 1.24 6.97 -4.68
C 3.48 1.15 -2.96
C 6.39 -1.58 -0.45
H -2.16 1.93 -8.86
H -3.70 2.20 -8.03
H 1.28 -0.66 2.68
H 0.52 0.88 2.81
H -1.19 -0.37 1.46
H 0.85 8.25 -6.91
H -0.40 -7.17 -1.63
H -1.00 -6.54 -3.26
H 3.60 3.22 -2.28
H 1.66 0.49 1.45
H 1.85 4.22 0.48
H 0.94 -5.18 -1.29
H 0.68 -6.99 -2.90
H 7.72 -5.28 1.29
H -3.81 4.09 5.47
H 1.10 4.66 -2.36
H -1.43 4.35 4.87
H 2.62 0.49 -3.10
H -1.70 3.64 3.36
H 1.31 6.90 6.48
H 2.04 -4.52 3.02
H -2.44 -2.67 -1.59
H 2.57 10.08 -6.88
H 1.76 -2.33 1.03
H -1.13 3.40 -6.97
H 5.74 -4.68 3.55
H 7.30 -1.64 -1.06
H 0.10 -1.40 0.84
H 2.48 2.62 0.86
H 1.99 9.76 -5.30
H 1.16 -3.08 3.52
H -3.80 4.93 3.97
H -3.78 -2.26 -2.67
H 2.22 2.84 -3.43
H 0.95 0.68 5.69
H 0.72 6.35 -2.17
H -3.76 -7.40 1.48
H -5.12 -6.42 1.85
H -8.21 -3.36 2.02
H -1.20 -1.19 3.49
H 0.14 7.94 5.67
H 0.60 3.27 2.36
H 2.36 7.79 -7.57
H -2.82 -1.19 4.11
H -0.34 5.31 -3.13
H -0.68 -4.82 -1.32
H -3.32 -3.96 -2.36
H -1.85 1.87 -6.38
H 3.60 9.14 -5.78
H 0.51 0.52 7.38
H -3.28 -6.28 -0.59
H -7.90 -1.76 1.33
H 5.80 -2.49 -0.61
H 6.68 -3.44 2.64
H -7.96 -2.78 -1.01
H 6.73 -1.52 0.58
H 0.73 -4.70 4.10
H 1.96 -3.08 -0.60
H -1.43 -1.81 5.14
H 2.18 2.40 -1.77
H -9.37 -2.56 0.96
H -4.11 3.28 3.81
H -0.33 6.32 6.07
H -8.13 -4.38 -0.30
H 2.20 0.86 6.96
H 2.14 3.02 3.22
H -5.17 -7.68 0.56
H 7.84 -5.56 3.08
H 3.40 3.96 1.39
H 3.52 -3.33 4.45
H -2.81 3.58 -8.68
H 3.01 -4.77 5.29
H 2.99 -1.81 -0.24
H 4.10 1.18 -3.85
H 6.62 -6.38 2.04
H -4.78 -5.47 -0.68


8
Properties=species:S:1:pos:R:3 method="wB97M-V/def2-TZVPD" energy_ev=-37462.46658 spin_multiplicity=3 homo_energy_ev="-4.68 / -11.48" homo_lumo_gap_ev="5.492 / 6.208" e_above_lowest_kj_mol=228.2
Cl 1.91 0.86 0.91
Cl 0.91 0.95 -2.05
P 0.22 0.72 -0.14
O -0.73 1.77 0.10
C -0.41 -0.90 0.22
H -0.13 -1.75 -0.39
H -1.47 -0.66 0.04
H -0.29 -0.99 1.31


162
Properties=species:S:1:pos:R:3 method="wB97M-V/def2-TZVPD" energy_ev=-236220.25540 homo_energy_ev=-8.17 homo_lumo_gap_ev=7.863 e_above_lowest_kj_mol=563.4
Cl -4.34 -6.22 -6.66
Cl 3.47 -1.48 -3.61
Cl 6.06 0.62 -1.41
Cl 4.61 -1.29 2.29
Cl -5.34 -1.24 -4.69
Cl -1.07 -4.62 -4.15
Cl 6.08 -3.96 -4.01
Cl 2.85 3.47 1.50
Cl 1.59 2.74 4.85
Cl -6.34 -0.54 -1.86
P 1.33 -3.87 7.07
P 0.31 7.20 -4.13
P -1.24 -0.36 0.11
O -3.29 1.99 5.63
O -4.00 1.55 -5.82
O 1.40 -1.16 -7.82
O 2.28 -3.71 1.71
O -2.44 1.25 -4.37
O -6.14 -2.78 2.61
O -2.46 -1.08 0.57
O -3.17 0.37 4.18
O -5.87 -4.73 3.47
O -0.41 -2.05 -7.10
O 3.02 -3.31 -0.22
O 0.28 -3.81 8.16
O 1.62 7.95 -4.26
N 1.78 -2.33 6.37
N 0.23 6.26 -2.69
N 0.02 -0.65 1.25
N -5.39 -3.64 3.05
N -0.54 -0.83 -1.47
N 0.76 -4.69 5.64
N 0.52 -1.31 -6.99
N -1.33 1.38 0.07
N -0.96 8.28 -4.10
N -3.52 1.66 -4.72
N 2.09 -3.56 0.49
N -0.11 6.01 -5.32
N 2.75 -4.67 7.73
N -3.63 0.86 5.25
C 5.33 -1.40 -3.94
C -4.74 -1.36 -2.00
C -0.66 -4.67 5.21
C -1.11 9.30 -3.07
C -4.20 2.57 -3.77
C -2.30 -4.67 -5.50
C -2.30 2.10 -0.73
C 3.79 -3.92 8.45
C -3.88 -3.41 3.16
C -3.23 -5.90 -5.30
C 5.72 -0.91 0.92
C 2.89 -2.13 5.41
C -0.36 -0.87 2.68
C 4.95 -0.35 -0.32
C 0.73 -3.83 -0.06
C 0.69 -0.58 -5.70
C -0.87 6.21 -1.69
C -4.60 0.08 6.02
C -1.07 2.19 1.26
C 2.84 -6.07 7.80
C 1.72 -5.29 4.70
C 0.45 0.05 -2.16
C 0.37 6.08 -6.77
C 1.43 5.47 -2.32
C -4.70 -2.25 -3.27
C 3.60 2.83 3.04
C -1.21 -1.79 -2.29
C 3.13 3.56 4.33
C -1.26 5.12 -5.04
C -2.13 8.32 -5.02
C 6.22 -2.43 -3.16
C 1.46 -0.33 1.04
C 0.81 -1.19 6.50
H 1.93 -0.51 2.01
H -0.17 9.81 -2.89
H 4.09 0.20 0.08
H 6.30 -1.79 0.65
H 1.62 0.00 -5.74
H -0.82 3.24 1.15
H -1.92 3.12 -0.81
H 4.57 -1.25 -0.80
H 3.26 -1.11 5.36
H 1.41 -0.28 6.51
H -3.48 -4.27 3.71
H 2.73 -5.25 5.10
H 1.54 -6.36 4.74
H -3.82 -5.80 -4.39
H 3.67 -2.81 5.75
H -2.69 -6.83 -5.13
H 5.70 -0.43 -3.59
H -2.01 2.22 1.82
H 0.31 5.15 -7.35
H -3.47 -3.19 2.17
H -5.21 2.70 -4.16
H 3.92 -6.26 7.87
H -0.66 0.12 3.04
H 3.94 -4.52 9.35
H 0.00 -4.02 0.72
H -3.99 -0.62 6.60
H -0.03 0.69 -2.90
H 0.71 -4.54 -0.89
H -2.91 -3.78 -5.65
H -1.91 -2.39 -1.70
H 3.83 3.50 5.16
H 0.98 0.75 -1.52
H -1.75 -4.75 -6.44
H 0.79 -1.27 -4.86
H -1.21 -1.50 2.94
H 2.01 5.92 -1.52
H -2.19 5.68 -4.99
H 1.10 4.48 -2.01
H -2.40 9.37 -5.13
H 1.68 -4.93 3.67
H -2.05 7.71 -5.92
H -1.44 8.87 -2.13
H -2.98 7.87 -4.51
H 0.40 -1.25 7.50
H -0.83 -3.60 5.15
H -5.04 0.72 6.78
H -1.80 6.49 -2.18
H 1.38 6.48 -6.81
H -0.48 -2.46 -2.73
H -5.48 -3.00 -3.16
H -0.61 6.90 -0.90
H 2.76 -2.58 4.43
H 7.22 -2.00 -3.16
H -2.57 1.56 -1.64
H -1.80 10.09 -3.35
H -4.38 2.00 -2.86
H 2.36 -6.36 8.73
H 1.87 -0.79 0.14
H -3.79 -2.84 -3.39
H -0.13 0.06 -5.39
H 2.09 5.34 -3.18
H -0.21 6.87 -7.25
H -3.99 -0.57 -1.96
H -1.33 -5.04 5.99
H 0.49 -1.11 3.32
H 3.39 1.78 3.24
H -1.08 5.18 -1.41
H 0.33 -2.95 -0.55
H 6.34 -0.14 1.38
H 3.43 -2.92 8.72
H -5.22 -0.52 5.35
H 5.88 -2.66 -2.15
H -3.27 2.12 -0.22
H -1.12 4.71 -4.04
H 0.02 -1.23 5.75
H -4.45 -2.01 -1.18
H -3.54 -2.59 3.79
H 2.49 -6.66 6.95
H 4.63 3.10 2.80
H 5.59 -1.40 -5.00
H -1.37 4.26 -5.69
H 2.86 4.59 4.11
H -3.71 3.53 -3.58
H -1.90 -1.28 -2.97
H 1.30 -0.40 -2.69
H -0.23 1.80 1.84
H 1.56 0.74 0.88
H -0.81 -5.11 4.23
H 4.77 -4.00 7.99


22
Properties=species:S:1:pos:R:3 method="wB97M-V/def2-TZVPD" energy_ev=-7585.81732 charge=+1 homo_energy_ev=-14.75 homo_lumo_gap_ev=10.386 e_above_lowest_kj_mol=0.0
N 0.93 -0.41 -0.99
C 0.90 -0.71 -2.37
C -0.44 1.89 1.02
C -2.54 0.39 1.75
C 2.24 -0.91 -0.34
C -0.67 -0.78 0.28
B -1.10 0.48 1.06
H 0.49 1.75 1.64
H 2.78 -0.09 -0.04
H -1.14 -1.26 -0.65
H -3.32 0.62 0.95
H 0.02 2.16 0.03
H 1.06 -1.84 -2.50
H 0.02 -0.38 -2.92
H 1.88 -0.34 -2.80
H 2.01 -1.45 0.66
H -2.79 1.25 2.47
H 0.84 0.59 -0.80
H 2.81 -1.67 -0.91
H -2.82 -0.52 2.24
H -0.23 -1.59 0.84
H -0.95 2.81 1.38